# 1
# C44H38N10PtS3

A molecular structure, C44H38N10PtS3 in a non-equilibrium geometry (the ωB97M-V functional and the def2-TZVPD basis, the Open Molecules 2025 dataset).

Atoms and positions in Å:
C -4.938 -2.069 1.551
H 0.295 -4.951 5.280
C 1.806 -2.881 -1.269
C 2.992 2.739 -5.607
Pt 1.576 1.809 -1.210
H 3.613 2.464 -7.516
H 3.730 -2.005 -1.672
H 4.564 -4.020 -2.844
H 2.451 -0.523 -2.877
H -3.028 5.023 4.604
H -1.916 5.800 2.541
H -3.812 1.533 1.127
N 2.621 3.705 -4.726
C 0.148 -2.891 4.714
H -4.678 -3.005 -1.699
C 2.718 1.085 -4.087
C -2.724 2.946 4.179
H -6.347 -2.792 0.106
N 3.307 3.139 -6.837
C 2.484 -2.797 1.668
C 3.106 -2.861 2.903
C -3.048 -2.322 -0.493
C -4.378 -2.651 -0.723
C -0.594 -2.494 2.489
C 3.352 -1.697 3.621
N 3.047 1.447 -5.324
H -3.313 -1.384 2.775
H -0.024 -3.965 -0.985
C -0.176 -1.990 3.709
C -1.992 4.741 2.748
H 2.304 -3.702 1.103
H -2.306 -2.403 -1.274
H 2.083 5.977 -3.804
N 2.352 1.979 -3.117
C 3.097 -2.877 -1.787
C -2.620 4.303 3.908
C 2.322 3.271 -3.539
C 1.452 -5.108 -2.055
N 1.645 -0.238 -1.240
H 1.363 4.186 0.696
H -0.098 -0.923 3.862
N 1.709 3.803 -1.290
H 0.479 -2.522 5.675
C -0.704 -3.858 2.243
H 3.299 4.118 -7.061
S -1.029 -1.418 1.156
C -1.862 0.879 -1.585
C -3.619 -1.734 1.797
H 3.103 -5.999 -3.087
N 0.380 1.888 0.429
C 1.894 5.640 -2.796
C -4.198 0.798 -2.155
N 2.715 -0.207 -3.805
H 3.849 -1.753 4.581
H -1.049 -4.224 1.283
C 2.355 -0.381 1.871
H -2.600 0.466 -3.550
C 0.047 -4.256 4.489
C -0.378 -4.741 3.256
H -5.672 -1.980 2.340
N -0.271 -1.741 -0.148
H -5.577 1.190 -0.556
C -5.314 -2.527 0.292
C 3.560 -4.006 -2.442
C 2.976 -0.463 3.108
N -0.944 -0.020 1.794
H 1.602 7.582 -1.930
H -4.976 0.657 -2.893
C -2.205 2.015 3.290
S -0.898 1.374 0.922
C -3.547 1.289 0.107
C 1.507 4.643 -0.273
H -0.821 0.792 -1.867
C 1.470 6.012 -0.471
H 3.410 -3.820 3.300
S 1.308 -1.410 -0.419
C 0.978 -3.986 -1.389
C 1.937 4.289 -2.524
H 3.177 0.442 3.666
C -1.463 3.822 1.858
H -3.209 2.609 5.085
C -1.577 2.467 2.139
C 2.113 -1.553 1.167
H 0.815 -5.975 -2.166
H -0.964 4.146 0.954
H 2.064 0.577 1.461
C 2.738 -5.119 -2.575
H 1.302 6.666 0.372
C 1.640 6.516 -1.750
C -4.538 1.096 -0.841
H 3.062 -0.836 -4.509
C -2.695 -1.867 0.766
C -2.865 0.692 -2.526
H -2.278 0.957 3.496
H -0.462 -5.806 3.089
C -2.215 1.174 -0.277

Charge   +2
HOMO level   -13.051 eV
Electronic energy   -3560.3695 Eh
Frontier orbital gap   8.137 eV
LUMO energy   -4.9 eV
Largest force on an atom   1.1 eV Å⁻¹

# 2
# C44H39Br3CsIN4O2S2Sb

A molecular structure, C44H39Br3CsIN4O2S2Sb in a non-equilibrium geometry (the ωB97M-V functional and the def2-TZVPD basis, the Open Molecules 2025 dataset).

Atoms and positions in Å:
C -1.116 4.702 0.849
N -2.376 -0.992 -2.497
Br -2.801 -3.694 -2.428
C -0.299 5.068 -0.209
C -2.449 0.235 -3.001
C 2.355 -4.957 2.512
C -3.501 -3.761 1.719
H 2.547 2.711 -5.977
C 4.541 -0.571 1.658
O 1.356 -3.176 1.323
Br 0.944 -8.090 4.827
H -4.877 2.090 3.314
C -2.065 1.588 3.997
C 2.261 -6.089 3.314
H 6.041 2.246 -3.549
N -1.251 -0.003 2.544
C 3.464 3.514 0.826
C -3.069 0.527 -4.201
H 3.158 -6.605 3.625
H 5.899 0.287 3.081
C 4.771 1.781 2.033
Sb 1.588 1.007 -1.102
C 4.965 2.202 -3.670
H 2.474 3.761 1.209
I 1.001 -1.871 -3.653
H 0.957 -1.509 2.642
H 5.252 2.606 2.548
C 1.416 4.693 -1.953
C -0.328 2.461 0.618
C 4.160 1.823 -2.604
H -3.254 -2.707 1.598
H 0.980 4.519 -2.938
C -3.631 -0.522 -4.923
N -3.643 0.038 0.984
C 2.778 1.763 -2.737
H 1.766 0.059 2.605
H -3.732 -4.173 0.732
C -0.150 -5.887 3.294
H -0.362 1.423 0.942
N -1.134 -4.119 1.958
H 0.168 2.403 -3.258
H 4.618 1.569 -1.655
H -3.535 -5.850 3.521
C 0.533 4.153 -0.857
H 1.543 5.770 -1.835
C -3.546 -1.812 -4.415
Br 4.086 -4.347 2.021
H 4.997 2.798 -5.731
C -0.044 -4.756 2.435
H -4.394 -3.854 2.339
C -1.454 -6.264 3.680
C 5.140 0.479 2.332
C -5.221 -0.595 -0.806
H 4.802 -1.594 1.889
H -1.757 3.075 2.099
C -1.129 3.384 1.271
C 1.075 -0.566 3.179
H -3.103 1.545 -4.571
H -1.736 5.445 1.337
C 0.692 2.043 -4.149
C 3.184 1.006 0.391
H -3.953 -2.648 -4.964
C -2.300 0.811 2.901
H 2.397 4.228 -1.953
C 3.001 2.461 -5.024
C -2.337 -4.499 2.319
C 3.581 -0.299 0.695
C -4.691 1.453 2.464
H -1.584 -7.102 4.351
C 0.525 2.815 -0.431
S -0.490 1.301 4.604
H -4.887 -1.632 -0.771
H -6.303 -0.562 -0.933
H -0.285 6.102 -0.538
Cs -0.065 -2.443 -0.448
C -0.233 0.123 3.322
C -2.904 -1.965 -3.202
H -4.748 -0.122 -1.667
C -3.547 0.787 2.134
C -2.535 -5.572 3.212
H 0.377 1.009 -4.321
H -2.719 2.302 4.469
C 4.380 2.515 -4.886
C 2.183 2.087 -3.963
H -1.984 1.016 -2.408
C 1.253 -4.218 2.032
C 1.028 -6.539 3.706
H 1.530 -0.761 4.150
S -5.926 1.131 1.322
C 3.795 2.068 1.080
H 4.188 4.164 1.319
O -4.268 -0.344 -6.104
H -4.207 0.577 -6.372
H 3.121 -1.137 0.179
H 3.475 3.734 -0.241
H 0.383 2.647 -5.004
C -4.808 0.105 0.443

Charge   -1
HOMO level   -4.510 eV
Electronic energy   -11146.2641 Eh
Frontier orbital gap   6.210 eV
LUMO energy   1.7 eV
Largest force on an atom   2.6 eV Å⁻¹

Please write out number 1 again, unchanged.
# C44H38N10PtS3

A molecular structure, C44H38N10PtS3 in a non-equilibrium geometry (the ωB97M-V functional and the def2-TZVPD basis, the Open Molecules 2025 dataset).

Atoms and positions in Å:
C -4.938 -2.069 1.551
H 0.295 -4.951 5.280
C 1.806 -2.881 -1.269
C 2.992 2.739 -5.607
Pt 1.576 1.809 -1.210
H 3.613 2.464 -7.516
H 3.730 -2.005 -1.672
H 4.564 -4.020 -2.844
H 2.451 -0.523 -2.877
H -3.028 5.023 4.604
H -1.916 5.800 2.541
H -3.812 1.533 1.127
N 2.621 3.705 -4.726
C 0.148 -2.891 4.714
H -4.678 -3.005 -1.699
C 2.718 1.085 -4.087
C -2.724 2.946 4.179
H -6.347 -2.792 0.106
N 3.307 3.139 -6.837
C 2.484 -2.797 1.668
C 3.106 -2.861 2.903
C -3.048 -2.322 -0.493
C -4.378 -2.651 -0.723
C -0.594 -2.494 2.489
C 3.352 -1.697 3.621
N 3.047 1.447 -5.324
H -3.313 -1.384 2.775
H -0.024 -3.965 -0.985
C -0.176 -1.990 3.709
C -1.992 4.741 2.748
H 2.304 -3.702 1.103
H -2.306 -2.403 -1.274
H 2.083 5.977 -3.804
N 2.352 1.979 -3.117
C 3.097 -2.877 -1.787
C -2.620 4.303 3.908
C 2.322 3.271 -3.539
C 1.452 -5.108 -2.055
N 1.645 -0.238 -1.240
H 1.363 4.186 0.696
H -0.098 -0.923 3.862
N 1.709 3.803 -1.290
H 0.479 -2.522 5.675
C -0.704 -3.858 2.243
H 3.299 4.118 -7.061
S -1.029 -1.418 1.156
C -1.862 0.879 -1.585
C -3.619 -1.734 1.797
H 3.103 -5.999 -3.087
N 0.380 1.888 0.429
C 1.894 5.640 -2.796
C -4.198 0.798 -2.155
N 2.715 -0.207 -3.805
H 3.849 -1.753 4.581
H -1.049 -4.224 1.283
C 2.355 -0.381 1.871
H -2.600 0.466 -3.550
C 0.047 -4.256 4.489
C -0.378 -4.741 3.256
H -5.672 -1.980 2.340
N -0.271 -1.741 -0.148
H -5.577 1.190 -0.556
C -5.314 -2.527 0.292
C 3.560 -4.006 -2.442
C 2.976 -0.463 3.108
N -0.944 -0.020 1.794
H 1.602 7.582 -1.930
H -4.976 0.657 -2.893
C -2.205 2.015 3.290
S -0.898 1.374 0.922
C -3.547 1.289 0.107
C 1.507 4.643 -0.273
H -0.821 0.792 -1.867
C 1.470 6.012 -0.471
H 3.410 -3.820 3.300
S 1.308 -1.410 -0.419
C 0.978 -3.986 -1.389
C 1.937 4.289 -2.524
H 3.177 0.442 3.666
C -1.463 3.822 1.858
H -3.209 2.609 5.085
C -1.577 2.467 2.139
C 2.113 -1.553 1.167
H 0.815 -5.975 -2.166
H -0.964 4.146 0.954
H 2.064 0.577 1.461
C 2.738 -5.119 -2.575
H 1.302 6.666 0.372
C 1.640 6.516 -1.750
C -4.538 1.096 -0.841
H 3.062 -0.836 -4.509
C -2.695 -1.867 0.766
C -2.865 0.692 -2.526
H -2.278 0.957 3.496
H -0.462 -5.806 3.089
C -2.215 1.174 -0.277

Charge   +2
HOMO level   -13.051 eV
Electronic energy   -3560.3695 Eh
Frontier orbital gap   8.137 eV
LUMO energy   -4.9 eV
Largest force on an atom   1.1 eV Å⁻¹

- The lowest electronic energy belongs to which entry?
  C44H39Br3CsIN4O2S2Sb

Repeat the first record exactly.
# C44H38N10PtS3

A molecular structure, C44H38N10PtS3 in a non-equilibrium geometry (the ωB97M-V functional and the def2-TZVPD basis, the Open Molecules 2025 dataset).

Atoms and positions in Å:
C -4.938 -2.069 1.551
H 0.295 -4.951 5.280
C 1.806 -2.881 -1.269
C 2.992 2.739 -5.607
Pt 1.576 1.809 -1.210
H 3.613 2.464 -7.516
H 3.730 -2.005 -1.672
H 4.564 -4.020 -2.844
H 2.451 -0.523 -2.877
H -3.028 5.023 4.604
H -1.916 5.800 2.541
H -3.812 1.533 1.127
N 2.621 3.705 -4.726
C 0.148 -2.891 4.714
H -4.678 -3.005 -1.699
C 2.718 1.085 -4.087
C -2.724 2.946 4.179
H -6.347 -2.792 0.106
N 3.307 3.139 -6.837
C 2.484 -2.797 1.668
C 3.106 -2.861 2.903
C -3.048 -2.322 -0.493
C -4.378 -2.651 -0.723
C -0.594 -2.494 2.489
C 3.352 -1.697 3.621
N 3.047 1.447 -5.324
H -3.313 -1.384 2.775
H -0.024 -3.965 -0.985
C -0.176 -1.990 3.709
C -1.992 4.741 2.748
H 2.304 -3.702 1.103
H -2.306 -2.403 -1.274
H 2.083 5.977 -3.804
N 2.352 1.979 -3.117
C 3.097 -2.877 -1.787
C -2.620 4.303 3.908
C 2.322 3.271 -3.539
C 1.452 -5.108 -2.055
N 1.645 -0.238 -1.240
H 1.363 4.186 0.696
H -0.098 -0.923 3.862
N 1.709 3.803 -1.290
H 0.479 -2.522 5.675
C -0.704 -3.858 2.243
H 3.299 4.118 -7.061
S -1.029 -1.418 1.156
C -1.862 0.879 -1.585
C -3.619 -1.734 1.797
H 3.103 -5.999 -3.087
N 0.380 1.888 0.429
C 1.894 5.640 -2.796
C -4.198 0.798 -2.155
N 2.715 -0.207 -3.805
H 3.849 -1.753 4.581
H -1.049 -4.224 1.283
C 2.355 -0.381 1.871
H -2.600 0.466 -3.550
C 0.047 -4.256 4.489
C -0.378 -4.741 3.256
H -5.672 -1.980 2.340
N -0.271 -1.741 -0.148
H -5.577 1.190 -0.556
C -5.314 -2.527 0.292
C 3.560 -4.006 -2.442
C 2.976 -0.463 3.108
N -0.944 -0.020 1.794
H 1.602 7.582 -1.930
H -4.976 0.657 -2.893
C -2.205 2.015 3.290
S -0.898 1.374 0.922
C -3.547 1.289 0.107
C 1.507 4.643 -0.273
H -0.821 0.792 -1.867
C 1.470 6.012 -0.471
H 3.410 -3.820 3.300
S 1.308 -1.410 -0.419
C 0.978 -3.986 -1.389
C 1.937 4.289 -2.524
H 3.177 0.442 3.666
C -1.463 3.822 1.858
H -3.209 2.609 5.085
C -1.577 2.467 2.139
C 2.113 -1.553 1.167
H 0.815 -5.975 -2.166
H -0.964 4.146 0.954
H 2.064 0.577 1.461
C 2.738 -5.119 -2.575
H 1.302 6.666 0.372
C 1.640 6.516 -1.750
C -4.538 1.096 -0.841
H 3.062 -0.836 -4.509
C -2.695 -1.867 0.766
C -2.865 0.692 -2.526
H -2.278 0.957 3.496
H -0.462 -5.806 3.089
C -2.215 1.174 -0.277

Charge   +2
HOMO level   -13.051 eV
Electronic energy   -3560.3695 Eh
Frontier orbital gap   8.137 eV
LUMO energy   -4.9 eV
Largest force on an atom   1.1 eV Å⁻¹

- Number 1 is which compound?
  C44H38N10PtS3